C15H36IrN6S5 | ωB97M-V/def2-TZVPD

Geometry as XYZ:
```
63
Properties=species:S:1:pos:R:3:forces:R:3
Ir -0.8908 0.0705 0.5025 0.187 0.171 -0.302
S 1.8446 -1.0361 -0.1131 -0.155 -0.037 0.172
S -0.6922 -1.3859 -1.5310 -0.131 -0.008 -0.202
S -1.3869 1.6104 -2.8288 -0.037 0.060 -0.087
S -1.1219 -0.4823 -3.2346 0.052 -0.146 0.173
S -0.8212 1.9448 -0.9760 0.075 -0.075 0.131
N -3.3423 -0.1175 0.2659 -0.060 -0.021 0.037
N -1.8533 1.7817 1.8886 -0.130 -0.021 0.138
N 2.1660 0.4256 -2.2991 -0.052 0.057 0.068
N 3.5507 -1.4623 -2.0275 -0.067 -0.033 -0.017
N -1.5510 -1.5362 2.1039 -0.015 0.026 0.050
N 0.5632 0.3325 2.3938 0.114 0.052 0.076
C 2.4058 0.8594 -3.6795 -0.088 -0.040 -0.048
C 0.8697 1.6802 2.9611 -0.018 -0.054 -0.032
C 4.4067 -2.2076 -4.2310 0.017 0.004 -0.019
C -1.0698 3.0346 2.0355 -0.023 0.005 0.021
C -3.1074 -2.6537 0.4451 -0.120 -0.032 0.002
C 2.5873 -0.6424 -1.6406 -0.031 -0.086 0.131
C -3.2360 2.0448 1.4575 -0.056 -0.080 -0.007
C -4.0086 -1.4560 0.1821 0.007 0.039 -0.036
C -0.3503 -1.9084 2.8751 0.058 0.034 0.118
C -3.9780 0.7344 1.2896 -0.033 0.090 0.024
C 3.3685 2.0263 -3.7650 0.051 0.070 -0.014
C 0.4345 2.8037 2.0403 0.064 0.101 0.064
C 0.2487 -0.6430 3.4567 0.000 -0.108 -0.032
C 4.6039 -1.2943 -3.0365 0.050 0.173 -0.021
C -2.4157 -2.7117 1.7917 0.026 -0.024 0.064
H 4.3311 1.8028 -3.3059 0.002 -0.011 -0.011
H 2.9585 2.9021 -3.2631 -0.013 0.027 0.020
H -3.1898 2.5807 0.5070 -0.016 -0.010 -0.008
H 1.5164 0.9882 -1.7678 0.000 -0.003 -0.014
H 4.3501 -3.2501 -3.9218 0.011 -0.037 0.025
H -3.7320 -3.5479 0.3678 -0.021 0.027 0.016
H -3.1507 -2.8172 2.5965 0.026 -0.024 -0.031
H 1.9420 1.7408 3.1572 -0.030 0.035 0.007
H -3.9822 0.1781 2.2325 0.015 0.023 0.011
H -1.7871 -3.6023 1.8293 -0.007 0.009 -0.057
H 1.4201 0.0218 1.9404 -0.071 0.010 -0.053
H -1.3544 3.7005 1.2202 0.060 -0.015 -0.011
H -2.3745 -2.7476 -0.3492 0.068 0.001 -0.052
H 1.4290 1.1514 -4.0746 0.093 -0.020 0.006
H 3.6310 -2.2881 -1.4514 0.004 0.024 0.006
H -3.7570 2.6925 2.1699 -0.016 -0.051 -0.020
H -2.1011 -0.9488 2.7252 -0.002 0.042 -0.057
H 3.5386 2.2882 -4.8065 0.014 0.038 -0.067
H -1.3736 3.5294 2.9641 0.019 0.004 -0.028
H 0.8178 2.6087 1.0372 -0.032 -0.015 -0.037
H 5.5437 -1.5146 -2.5279 -0.012 -0.021 -0.057
H 3.4927 -1.9691 -4.7732 -0.036 0.001 -0.026
H -5.0288 0.9237 1.0433 0.077 0.020 0.014
H 5.2466 -2.1088 -4.9151 0.037 0.012 -0.034
H -4.4409 -1.5578 -0.8150 0.020 -0.029 0.039
H 0.3445 -2.4172 2.2034 0.021 0.015 0.002
H -0.4811 -0.1815 4.1296 -0.009 -0.012 0.002
H 4.6453 -0.2439 -3.3202 0.025 -0.143 0.002
H -1.9054 1.3550 2.8114 0.033 -0.018 -0.037
H -0.5989 -2.6018 3.6854 0.021 0.042 -0.019
H 1.1321 -0.8647 4.0626 -0.040 -0.035 -0.036
H -4.8495 -1.4581 0.8802 0.025 -0.029 0.017
H 0.3748 1.7683 3.9312 -0.042 0.007 -0.011
H 0.9105 3.7300 2.3664 0.000 0.008 0.016
H -3.4664 0.3447 -0.6303 0.038 0.002 0.013
H 2.7242 0.0010 -4.2655 0.053 0.012 0.017
```
Positions in Å, forces in eV/Å.

Computed properties:
Net charge: +2
F_max (hartree/bohr): 0.0077
ΔE to the lowest compared entry with this formula, charge and spin (kJ/mol): 129.1
Spin multiplicity: 6
Orbital gap (spin up / spin down) (eV): 7.506 / 6.349
Electronic energy (eV): -82080.7459

C15H36N6O21 | ωB97M-V/def2-TZVPD

Geometry as XYZ:
```
78
Properties=species:S:1:pos:R:3:forces:R:3
O 11.3436 -21.3925 24.8420 0.645 0.162 0.789
O 7.5330 -17.5437 17.3891 -0.997 -1.202 0.259
O 2.9002 -18.1244 23.8136 0.155 0.898 -0.082
O 4.8419 -22.6021 21.2110 -0.140 0.153 2.672
O 6.6639 -15.7949 25.4357 -0.639 -2.916 -0.533
O 11.1452 -18.2846 23.2667 1.117 0.035 0.883
O 6.7225 -20.3716 22.3936 -0.040 1.347 -0.283
O 10.0885 -20.8946 26.6829 -2.086 -0.324 -3.096
O 7.8070 -15.6726 19.9921 1.237 0.210 -0.716
O 9.6709 -23.6187 19.9614 0.513 -0.038 -0.474
O 7.9415 -24.9475 20.3115 2.683 2.589 -0.300
O 5.3204 -23.2763 23.2464 -0.274 0.638 -0.907
O 7.9448 -19.0549 18.8650 -0.309 -0.140 -0.354
O 5.3642 -16.9946 26.9881 1.032 0.694 -2.075
O 3.0743 -15.9022 24.4577 0.467 -2.507 -2.014
O 5.7052 -15.8330 20.0948 -1.757 0.126 -0.311
O 6.0566 -18.4238 21.6619 1.096 -0.992 0.814
O 9.1096 -21.2202 24.5544 2.192 -0.047 3.193
O 13.0299 -17.7608 22.4426 1.373 0.204 -0.439
O 6.6464 -18.0387 25.3694 -0.208 2.687 0.440
O 3.4165 -16.5234 22.2848 0.469 0.921 2.772
N 8.6003 -23.9332 20.5214 -3.678 -3.038 1.206
N 7.1740 -18.4691 18.0969 1.836 0.593 1.271
N 12.3487 -17.9796 23.3935 -2.439 0.114 -0.544
N 6.7639 -15.5727 20.5772 1.111 -0.544 1.355
N 4.7125 -22.5584 22.4651 0.278 -0.436 -1.452
N 6.9150 -19.1817 22.1024 0.659 -0.532 -0.566
C 11.2242 -20.8268 27.5105 1.119 -0.514 -0.012
C 10.0891 -21.1991 25.3323 -0.743 0.660 -1.684
C 3.1129 -17.4479 21.2943 -0.463 -1.593 -0.361
C 12.8899 -17.8357 24.7720 -0.265 -0.989 -0.027
C 3.7526 -21.5570 23.0514 0.767 0.099 -0.394
C 6.8746 -15.3071 22.0801 -0.082 0.076 -1.411
C 5.7644 -18.8797 18.1797 -1.042 0.793 -1.359
C 11.5900 -21.7400 23.4816 -1.116 -0.624 -1.401
C 3.1373 -16.7972 23.6113 -0.445 1.509 0.149
C 6.2553 -19.3451 25.7606 -0.854 -0.396 -0.738
C 6.0866 -16.9026 26.0112 0.761 -1.180 0.942
C 8.3610 -18.6684 22.2168 -0.447 0.292 0.001
C 8.0643 -22.9779 21.5343 0.170 0.772 0.678
C 2.5113 -18.5110 25.1455 -0.256 0.473 0.457
C 6.3100 -14.4939 25.8142 0.331 1.094 0.999
H 10.7223 -21.5805 22.8415 -0.379 0.234 0.417
H 12.3647 -21.2198 22.9183 0.364 0.675 1.159
H 8.7666 -22.2148 21.8697 0.090 0.164 -0.603
H 3.1746 -18.0799 25.8953 0.324 -0.294 -0.148
H 6.9475 -20.0338 25.2761 0.445 0.195 0.472
H 6.4147 -14.3305 22.2310 -0.279 -0.375 0.394
H 7.9464 -15.2658 22.2744 -0.276 -0.096 0.147
H 5.4155 -19.2452 19.1455 0.688 0.217 0.003
H 5.3217 -19.5691 25.2445 -0.454 0.045 0.259
H 6.6293 -14.3568 26.8473 -0.697 0.087 0.273
H 7.7952 -23.5311 22.4341 0.002 -0.614 -0.210
H 5.2520 -17.9730 17.8581 -0.367 -0.174 0.261
H 6.9592 -13.7979 25.2829 0.004 -0.339 -0.456
H 3.6301 -18.3954 21.4458 0.045 -0.029 0.131
H 6.1245 -19.5290 26.8269 0.298 0.351 -0.037
H 8.3230 -17.8125 22.8907 -0.036 -0.131 0.009
H 6.3679 -16.1900 22.4699 -0.069 0.568 0.561
H 2.7738 -21.7277 22.6030 0.083 -0.125 0.334
H 11.8261 -22.7939 23.3341 0.056 -0.182 0.765
H 12.1283 -18.3281 25.3767 0.219 0.435 0.264
H 5.2781 -14.2119 25.6051 -0.058 -0.399 0.255
H 9.0592 -19.4176 22.5902 -0.677 -0.148 0.159
H 2.0434 -17.6451 21.3674 -0.086 -0.049 -0.626
H 13.8063 -18.4255 24.7915 0.073 0.319 0.051
H 2.4655 -19.5998 25.1645 0.291 0.154 -0.057
H 3.8592 -21.6371 24.1332 -0.450 -0.195 -0.238
H 11.7936 -21.7424 27.3502 0.341 0.220 0.260
H 13.0585 -16.7852 25.0090 -0.086 -0.185 -0.159
H 10.9021 -20.7646 28.5500 -0.354 -0.163 -0.255
H 11.8276 -19.9386 27.3235 0.028 -0.077 -0.299
H 7.1479 -22.6136 21.0699 -0.101 0.339 -0.136
H 1.5262 -18.1360 25.4231 -0.140 0.100 -0.448
H 3.4470 -17.0869 20.3216 -0.292 0.440 0.275
H 5.5833 -19.6240 17.4042 0.190 -0.094 0.070
H 4.1280 -20.5841 22.7339 -0.043 -0.018 -0.091
H 8.6978 -18.3398 21.2336 -0.427 0.016 -0.101
```
Positions in Å, forces in eV/Å.

Computed properties:
Net charge: +1
F_max (hartree/bohr): 0.0957
Spin multiplicity: 2
Orbital gap (spin up / spin down) (eV): 6.000 / 2.544
Electronic energy (eV): -68048.0138

C15H37BINO12P2 | ωB97M-V/def2-TZVPD

Geometry as XYZ:
```
69
Properties=species:S:1:pos:R:3:forces:R:3
I 0.6743 8.3643 -1.1141 -0.020 -0.037 -0.147
P -3.9877 -1.6691 0.3257 3.659 -0.014 -0.589
P 3.4800 -1.7521 -0.0342 4.117 -1.403 -0.070
O 3.3237 -0.4302 0.8235 -1.961 -0.185 -0.172
O -2.4793 -1.9047 0.7958 -0.199 0.205 0.102
O -0.0628 3.1864 -0.6335 0.304 0.061 0.039
O -4.3711 -0.7681 1.5734 -1.451 -0.651 0.040
O 1.5655 6.8646 -2.0832 -0.026 -0.024 0.436
O 4.5902 -2.3811 0.9396 -0.166 0.289 0.066
O -3.7394 -0.5988 -0.8319 -0.645 0.101 0.055
O 2.5575 4.9080 -1.7660 -0.339 0.014 -0.075
O 0.7545 5.4299 -0.5359 0.277 -0.111 -0.300
O 4.4177 -1.2174 -1.2271 -0.566 0.255 0.045
O 2.6515 -2.8641 -0.5240 -1.738 1.100 0.320
O -4.5339 -2.9305 -0.1828 -1.533 0.296 0.598
N 1.4793 3.6960 1.1662 -0.515 1.121 -0.009
C 1.6827 5.6752 -1.4604 0.276 0.062 -0.112
C -6.7339 -1.5011 1.6786 0.044 -0.072 -0.148
C -1.9400 -3.2209 0.9603 0.206 -0.282 0.006
C -5.6557 0.5245 -1.8286 -0.015 -0.025 0.189
C -4.5896 -0.5411 -1.9822 -0.090 0.090 -0.363
C 2.2506 0.5133 0.5716 -0.221 0.240 0.011
C 4.4492 -3.6960 1.4765 0.088 -0.265 0.091
C 3.9587 -1.1905 -2.5793 0.046 -0.015 -0.394
C 5.3286 -4.6730 0.7264 0.100 0.086 -0.119
C 3.4406 0.1820 -2.9626 -0.069 0.027 0.176
C -5.7325 -0.3777 1.8539 -0.207 0.166 0.077
C -1.0595 -3.5839 -0.2137 0.054 0.213 -0.142
C 2.7577 4.3921 1.3307 0.194 -0.182 0.416
C 0.5830 3.9316 2.3362 0.385 -0.321 -0.113
C 0.9142 -0.1559 0.3271 0.066 -0.145 -0.114
B 0.7455 4.0861 -0.0133 0.232 -0.631 -0.142
H 0.9141 -0.7212 -0.6090 -0.025 0.021 0.024
H -5.2107 1.4734 -1.5278 0.021 0.008 -0.061
H 6.3767 -4.3844 0.8160 -0.001 -0.018 0.034
H -7.7188 -1.1855 2.0232 0.029 0.069 0.053
H -0.2244 -2.8867 -0.2900 0.059 -0.095 0.016
H 5.0775 -4.6762 -0.3346 -0.097 -0.042 0.022
H -2.7348 -3.9542 1.0955 -0.108 0.097 -0.076
H 4.7559 -3.6389 2.5226 0.014 0.081 -0.016
H 0.1250 0.5921 0.2646 0.036 0.052 0.028
H -6.8238 -1.7979 0.6322 -0.003 -0.024 0.035
H 0.5624 3.0392 2.9617 -0.117 0.060 0.124
H 2.5289 1.1570 -0.2649 0.092 -0.049 -0.012
H 4.1630 0.9552 -2.7000 0.032 -0.015 -0.050
H -1.3521 -3.2002 1.8797 -0.021 0.088 0.005
H 3.2454 0.2300 -4.0346 0.011 -0.020 -0.002
H -6.3849 0.2393 -1.0667 -0.016 -0.008 -0.024
H -0.2606 3.4340 -1.5401 -0.422 0.117 -0.029
H 3.1931 -1.9510 -2.7423 0.024 -0.048 0.131
H 2.6867 5.4821 1.2208 -0.036 -0.009 -0.071
H -1.6168 -3.5323 -1.1501 -0.097 -0.082 0.052
H 2.5069 0.4056 -2.4408 -0.011 -0.006 -0.027
H 5.2085 -5.6831 1.1210 -0.010 0.010 0.013
H -0.6577 -4.5914 -0.1013 0.009 0.008 0.033
H 4.8170 -1.4512 -3.1998 0.048 0.003 0.078
H -6.1910 0.6665 -2.7679 0.012 -0.013 -0.011
H -5.9906 0.4819 1.2305 0.070 -0.023 -0.064
H 0.6781 -0.8545 1.1318 -0.031 0.047 0.016
H -6.4275 -2.3810 2.2443 -0.026 0.016 0.020
H 2.1871 1.1463 1.4524 0.197 -0.048 0.048
H -5.7328 -0.0358 2.8873 0.158 -0.016 0.007
H 3.1312 4.2050 2.3389 0.010 -0.063 -0.006
H -3.9439 -0.3049 -2.8281 0.079 0.009 0.067
H 0.9589 4.7750 2.9175 -0.083 0.011 0.069
H -5.0408 -1.5155 -2.1761 0.079 -0.057 0.114
H 3.5027 4.0048 0.6392 -0.079 0.055 -0.133
H -0.4350 4.1783 2.0273 -0.058 -0.147 0.048
H 3.4079 -4.0174 1.4552 -0.021 0.068 -0.113
```
Positions in Å, forces in eV/Å.

Computed properties:
Net charge: 0
F_max (hartree/bohr): 0.0846
Spin multiplicity: 1
Orbital gap (eV): 7.938
Electronic energy (eV): -69576.8889